(1)
Entry from the OMol25 dataset: C17H16Cl2N4O8Os as an isolated structure (ωB97M-V/def2-TZVPD).

ORCA input file:
```
! RIJCOSX wB97M-V def2-TZVPD def2/J DEFGRID3
* xyz 2 5
Os 0.9607 -0.1671 -1.8609
N 1.0423 -1.6881 -3.3159
C 0.7471 -1.1519 -4.6839
C 1.8597 -0.2372 -5.1700
C 2.0682 1.0248 -4.3497
N 2.5608 0.6954 -2.9615
H 1.9195 -2.2074 -3.3419
H 0.3287 -2.3714 -3.0551
H -0.2078 -0.6253 -4.6267
H 0.6230 -1.9912 -5.3680
H 1.6186 0.0682 -6.1890
H 2.8002 -0.7943 -5.2439
H 1.1404 1.5908 -4.2403
H 2.8005 1.6742 -4.8283
H 2.8750 1.5509 -2.5026
H 3.3924 0.1102 -3.0537
Cl 0.8361 1.7283 5.4568
C 0.9541 0.9457 3.9691
C 0.8584 -0.4504 3.8961
C 0.9554 -1.0846 2.6832
Cl 0.8252 -2.7630 2.5574
C 1.1547 -0.3300 1.4412
O 1.2744 -0.9357 0.3609
C 1.1927 1.1177 1.5634
C 1.2510 1.9781 0.4093
O 1.1576 1.6307 -0.7804
C 1.1264 1.7214 2.7985
H 0.7093 -1.0255 4.8005
H 1.3952 3.0459 0.5906
H 1.1653 2.8013 2.8882
O -1.9069 -2.6682 -0.9000
C -1.5931 -1.5507 -0.6416
O -0.7564 -0.8677 -1.4871
C -2.0167 -0.8186 0.5856
C -2.5805 -1.5658 1.6196
C -2.9008 -0.9223 2.7973
C -2.7017 0.4329 2.9932
C -2.1597 1.1380 1.9367
C -1.8268 0.5456 0.7324
N -1.8212 2.5609 2.1291
O -2.1576 3.0856 3.1574
O -1.1517 3.0895 1.2509
N -3.4321 -1.7249 3.9272
O -3.4808 -1.1704 5.0020
O -3.7709 -2.8560 3.6768
H -2.7493 -2.6288 1.5107
H -2.9443 0.9068 3.9342
H -1.4344 1.1537 -0.0677
*
```

Calculated values
E_tot = -2488.61761 Ha
<S²> = 6.04
energy relative to the best compared isomer or geometry (same formula, charge and spin) = 10.4 kcal per mole
HOMO (alpha / beta) = -15.25 / -16.05 eV

The molecule's natural (NBO) atomic charges, reported in e, are given here:
1. Os 1.53
2. N -0.78
3. C -0.24
4. C -0.45
5. C -0.23
6. N -0.82
7. H 0.41
8. H 0.45
9. H 0.23
10. H 0.25
11. H 0.28
12. H 0.22
13. H 0.22
14. H 0.25
15. H 0.43
16. H 0.42
17. Cl 0.21
18. C 0.00
19. C -0.23
20. C -0.04
21. Cl 0.18
22. C 0.47
23. O -0.60
24. C -0.27
25. C 0.50
26. O -0.63
27. C -0.07
28. H 0.28
29. H 0.21
30. H 0.27
31. O -0.48
32. C 0.79
33. O -0.73
34. C -0.19
35. C -0.10
36. C 0.03
37. C -0.14
38. C 0.00
39. C -0.11
40. N 0.53
41. O -0.30
42. O -0.42
43. N 0.53
44. O -0.34
45. O -0.32
46. H 0.29
47. H 0.30
48. H 0.24

(2)
Entry from the OMol25 dataset: C25H27FeN5O3SSi as an isolated structure (ωB97M-V/def2-TZVPD).

ORCA input file:
```
! RIJCOSX wB97M-V def2-TZVPD def2/J DEFGRID3
* xyz 1 6
Fe -0.3785 -1.4154 0.2380
N 5.3819 2.6343 -3.1191
C 4.6964 1.6712 -2.4233
C 3.8008 0.8173 -3.0787
C 3.0712 -0.1140 -2.3659
C 3.2281 -0.2022 -0.9910
C 4.1156 0.6347 -0.3230
C 4.8430 1.5633 -1.0315
S 2.3175 -1.3440 -0.0418
O 1.2688 -1.9221 -0.9598
O 3.1733 -2.2957 0.5965
N 1.4094 -0.5082 0.9474
C 1.2183 -0.8260 2.2731
N -0.0100 -1.3618 2.4618
C -0.3929 -1.5910 3.7159
C 0.4534 -1.3293 4.7758
C 1.7112 -0.8320 4.4634
N 2.0995 -0.5633 3.2214
H 5.4530 2.5320 -4.1172
H 6.1877 3.0464 -2.6810
H 3.6826 0.8870 -4.1523
H 2.3799 -0.7734 -2.8722
H 4.2239 0.5635 0.7521
H 5.5300 2.2207 -0.5144
H -1.3826 -2.0071 3.8599
H 0.1571 -1.5156 5.7963
H 2.4353 -0.6305 5.2442
C -1.9133 -3.8874 0.8434
Si -3.0405 -2.9187 -0.2977
C -4.8197 -3.1758 0.2022
C -2.7219 -3.3837 -2.0741
N -2.4082 -1.2484 -0.1462
C -2.9838 -0.0759 -0.3278
C -4.3797 0.1249 -0.5729
C -4.8920 1.3745 -0.7589
C -4.0518 2.5029 -0.7198
C -2.6919 2.3738 -0.4960
C -2.1611 1.1138 -0.3027
O -0.8492 0.8689 -0.0984
C 0.0521 1.9497 -0.0066
C 0.7749 2.2868 -1.1323
C 1.7108 3.3069 -1.0290
C 1.8993 3.9579 0.1808
C 1.1574 3.5960 1.2965
C 0.2192 2.5776 1.2113
H -2.1281 -4.9510 0.7225
H -2.0758 -3.6343 1.8914
H -0.8385 -3.7882 0.6405
H -4.9827 -4.2496 0.3191
H -5.5283 -2.8296 -0.5494
H -5.0616 -2.7058 1.1563
H -2.9553 -4.4377 -2.2367
H -1.6771 -3.2351 -2.3534
H -3.3374 -2.7980 -2.7583
H -5.0234 -0.7402 -0.6033
H -5.9492 1.5058 -0.9407
H -4.4715 3.4872 -0.8722
H -2.0491 3.2421 -0.4757
H 0.6208 1.7513 -2.0588
H 2.2980 3.5824 -1.8940
H 2.6315 4.7501 0.2571
H 1.3133 4.1023 2.2394
H -0.3604 2.2657 2.0701
*
```

Calculated values
E_tot = -3419.60989 Ha
<S²> = 8.79
HOMO (alpha / beta) = -10.61 / -10.62 eV

The molecule's natural (NBO) atomic charges, reported in e, are given here:
1. Fe 1.55
2. N -0.78
3. C 0.20
4. C -0.28
5. C -0.17
6. C -0.35
7. C -0.16
8. C -0.26
9. S 2.30
10. O -1.05
11. O -0.90
12. N -1.06
13. C 0.56
14. N -0.60
15. C 0.10
16. C -0.32
17. C 0.12
18. N -0.44
19. H 0.39
20. H 0.39
21. H 0.22
22. H 0.24
23. H 0.24
24. H 0.22
25. H 0.21
26. H 0.24
27. H 0.21
28. C -1.13
29. Si 1.75
30. C -1.14
31. C -1.13
32. N -0.97
33. C 0.15
34. C -0.19
35. C -0.21
36. C -0.10
37. C -0.31
38. C 0.42
39. O -0.55
40. C 0.25
41. C -0.25
42. C -0.19
43. C -0.20
44. C -0.20
45. C -0.21
46. H 0.27
47. H 0.25
48. H 0.22
49. H 0.26
50. H 0.25
51. H 0.25
52. H 0.26
53. H 0.25
54. H 0.25
55. H 0.23
56. H 0.24
57. H 0.23
58. H 0.25
59. H 0.24
60. H 0.23
61. H 0.23
62. H 0.23
63. H 0.22

(3)
Entry from the OMol25 dataset: a 2-piece molecular cluster, C9H12BNO4 overall (ωB97M-V/def2-TZVPD).

ORCA input file:
```
! RIJCOSX wB97M-V def2-TZVPD def2/J DEFGRID3
* xyz 0 1
C 2.2807 -1.0364 -1.6294
B 1.4477 0.3277 -1.5873
O 1.9876 1.5573 -1.2384
C -0.1209 0.1883 -1.9432
C -0.5094 0.1621 -3.2155
C -2.0152 -0.0210 -3.4280
O -2.6259 0.5473 -4.2704
C -2.6586 -1.0153 -2.4518
C -2.2804 -0.9927 -1.1872
C -1.2008 0.0430 -0.8566
O -1.1661 0.6699 0.1548
H 2.1017 -1.5405 -0.6613
H 3.3437 -0.8882 -1.8684
H 1.8273 -1.6773 -2.4105
H 2.2680 2.0815 -2.0011
H 0.1992 0.2275 -4.0467
H -3.3989 -1.7252 -2.8321
H -2.6757 -1.6680 -0.4238
O 1.1189 -0.1255 5.4905
C 0.6136 0.2024 4.4343
N 0.4254 -0.6995 3.4316
C 0.1586 1.6110 4.1459
H 0.0115 -0.4658 2.5466
H 0.7202 -1.6472 3.5973
H 1.0123 2.2824 4.2269
H -0.5970 1.8956 4.8769
H -0.2678 1.7068 3.1468
*
```

Calculated values
E_tot = -730.71995 Ha
SMILES string = CB(O)C1=CC(=O)C=CC1=O.CC(N)=O
energy relative to the best compared isomer or geometry (same formula, charge and spin) = 78.0 kcal per mole
HOMO = -9.61 eV

The molecule's natural (NBO) atomic charges, reported in e, are given here:
1. C -1.01
2. B 1.07
3. O -0.92
4. C -0.39
5. C -0.26
6. C 0.52
7. O -0.49
8. C -0.24
9. C -0.26
10. C 0.54
11. O -0.51
12. H 0.26
13. H 0.24
14. H 0.24
15. H 0.51
16. H 0.23
17. H 0.24
18. H 0.24
19. O -0.62
20. C 0.67
21. N -0.83
22. C -0.71
23. H 0.40
24. H 0.40
25. H 0.24
26. H 0.24
27. H 0.22

(4)
Entry from the OMol25 dataset: one molecule with the formula C5H7ClIN (ωB97M-V/def2-TZVPD).

ORCA input file:
```
! RIJCOSX wB97M-V def2-TZVPD def2/J DEFGRID3
* xyz 0 1
C -1.3684 1.6649 1.0982
C -1.6484 0.5995 0.3449
C -0.4980 -0.1782 -0.4423
C 1.6905 -1.3241 -0.1564
C 0.8792 -0.0800 0.1400
N -0.9333 -0.7048 -1.4886
Cl 1.6315 1.5028 -0.7100
I -3.5349 -0.1698 0.1005
H -1.9329 2.3381 1.6748
H -0.4079 2.0889 1.2359
H 2.7437 -1.1674 0.1375
H 1.8269 -1.5887 -1.2992
H 1.1097 -2.0940 0.2152
H 0.7053 0.2971 1.2305
H -0.2631 -1.1842 -2.0810
*
```

Calculated values
E_tot = -1007.28342 Ha
SMILES string = [H]/N=C(/C(=C)I)[C@@H](C)Cl
energy relative to the best compared isomer or geometry (same formula, charge and spin) = 1.6 kcal per mole
HOMO = -9.03 eV

The molecule's natural (NBO) atomic charges, reported in e, are given here:
1. C -0.41
2. C -0.22
3. C 0.23
4. C -0.64
5. C -0.18
6. N -0.58
7. Cl -0.13
8. I 0.20
9. H 0.22
10. H 0.21
11. H 0.24
12. H 0.22
13. H 0.23
14. H 0.26
15. H 0.35